Entry 1:
DFT (wB97M-V/def2-TZVPD) results for 2 unconnected molecules or ions with the total composition C6H12O in a non-equilibrium geometry.

Cartesian coordinates (Å):
O -1.53 0.24 -2.17
C 0.69 1.48 0.34
C -0.02 -0.89 0.59
C -1.23 -0.57 1.40
C 0.23 -2.34 0.26
C 1.55 2.36 -0.17
C 0.87 0.03 0.20
H -0.18 1.88 0.85
H 1.75 -0.19 -0.39
H -0.59 0.42 -2.25
H 1.11 -2.39 -0.37
H -1.08 -0.67 2.47
H 2.44 1.98 -0.67
H -0.63 -2.75 -0.24
H -1.67 0.27 -1.21
H 1.45 3.43 -0.09
H -1.64 0.41 1.19
H -2.01 -1.31 1.18
H 0.42 -2.89 1.19

Output
**SMILES string**: C=CC=C(C)C.O
**Orbital gap**: 9.56 eV
**Charge**: 0
**ΔE to the lowest compared entry with this formula, charge and spin**: 124.4 kJ/mol

Atom charges from the Löwdin analysis, given in e for atoms 1 to 4: number 1, O, carries -0.06; number 2, C, carries -0.19; number 3, C, carries -0.36; number 4, C, carries -0.06

Entry 2:
DFT (wB97M-V/def2-TZVPD) results for 2 unconnected molecules or ions with the total composition C6H12O in a non-equilibrium geometry.

Cartesian coordinates (Å):
O 3.54 0.23 0.09
C -2.41 -0.86 -0.76
C -1.93 0.23 0.27
C -0.39 0.57 0.06
C 0.03 1.48 -0.82
C 1.07 -0.69 1.56
C 0.41 -0.60 0.43
H 4.33 0.69 0.18
H -0.63 2.20 -1.13
H -1.72 -0.90 -1.68
H 1.19 1.49 -1.27
H 0.18 -1.49 -0.20
H -1.90 -0.11 1.31
H -2.38 1.31 -0.03
H -2.10 -1.88 -0.37
H 1.00 0.22 2.24
H -3.47 -0.83 -0.85
H 1.85 -1.41 1.85
H 3.34 0.36 -0.89

Output
**SMILES string**: C=CC(=C)CC.O
**Orbital gap**: 9.87 eV
**Charge**: 0
**ΔE to the lowest compared entry with this formula, charge and spin**: 345.3 kJ/mol

Atom charges from the Löwdin analysis, given in e for atoms 1 to 4: number 1, O, carries -0.06; number 2, C, carries -0.11; number 3, C, carries -0.19; number 4, C, carries -0.37

Entry 3:
DFT (wB97M-V/def2-TZVPD) results for 2 unconnected molecules or ions with the total composition C6H12O in a non-equilibrium geometry.

Cartesian coordinates (Å):
O 1.50 -0.77 -0.82
C 0.92 0.19 1.31
C -0.65 -0.41 -2.11
C -1.28 0.40 -1.00
C -0.06 1.25 0.76
C 1.60 0.13 -0.02
C 0.20 -1.06 1.74
H -0.94 1.39 1.37
H -1.76 1.28 -1.45
H 1.66 0.51 2.08
H -0.30 -1.41 -1.83
H -0.66 -1.18 1.07
H 2.14 1.07 -0.28
H -0.19 -0.96 2.76
H -1.54 -0.53 -2.75
H 0.49 2.21 0.70
H 0.81 -1.96 1.67
H -2.08 -0.23 -0.56
H 0.13 0.11 -2.67

Output
**Orbital gap**: 9.99 eV
**Charge**: 0
**ΔE to the lowest compared entry with this formula, charge and spin**: 384.3 kJ/mol

Atom charges from the Löwdin analysis, given in e for atoms 1 to 4: number 1, O, carries 0.01; number 2, C, carries -0.39; number 3, C, carries -0.18; number 4, C, carries -0.05

Entry 4:
DFT (wB97M-V/def2-TZVPD) results for a single C6H12O molecule.

Cartesian coordinates (Å):
O 2.44 -0.18 0.10
C -0.90 -0.45 -1.05
C 0.03 -0.19 0.15
C 1.39 0.19 -0.38
C -0.46 0.95 1.07
C -0.36 -1.38 -2.17
C 0.32 0.96 2.38
H 0.15 -1.10 0.76
H 1.40 0.82 -1.30
H 0.05 1.80 3.03
H -1.84 -0.87 -0.66
H -0.98 -2.29 -2.19
H 0.13 0.03 2.93
H -1.13 0.51 -1.51
H -1.53 0.83 1.27
H 1.39 1.00 2.16
H -0.37 1.92 0.56
H 0.70 -1.66 -1.99
H -0.42 -0.90 -3.17

Output
**SMILES string**: CCC(C=O)CC
**Orbital gap**: 10.74 eV
**Charge**: 0
**ΔE to the lowest compared entry with this formula, charge and spin**: 58.3 kJ/mol

Atom charges from the Löwdin analysis, given in e for atoms 1 to 4: number 1, O, carries 0.06; number 2, C, carries -0.23; number 3, C, carries -0.32; number 4, C, carries -0.26

Question: The lowest ΔE to the lowest compared entry with this formula, charge and spin belongs to which entry?
Answer: number 4